64
Properties=species:S:1:pos:R:3 method="wB97M-V/def2-TZVPD" homo_lumo_gap_ev=9.90 fmax_ev_per_a=1.4 charge=0
S 7.426 -2.514 2.740
O -5.709 1.268 0.467
O 9.768 -2.038 2.041
O -7.014 1.609 -3.421
O 7.411 -1.078 2.761
O -2.828 1.092 1.024
O 6.177 -2.960 1.754
O -9.650 0.374 -3.843
O 8.766 -3.001 1.812
C -9.130 -0.238 -5.010
C 3.989 -0.755 2.735
C -5.736 2.448 1.253
C 9.929 -1.226 0.858
C -4.689 1.300 -0.528
C 3.949 -2.024 2.184
C 3.094 0.223 2.372
C -7.397 2.632 -4.323
C -3.150 0.445 2.243
C 11.308 -1.438 0.214
C 12.336 -0.344 0.609
C -8.833 0.171 -2.698
C 2.036 -1.323 0.892
C 2.946 -2.285 1.276
C 4.981 -3.049 2.584
C -7.976 1.383 -2.396
C 1.183 1.077 1.023
C 2.116 -0.054 1.424
C -3.475 0.504 -0.097
H -8.061 -0.048 -5.130
H -9.655 0.178 -5.869
H -2.603 -0.501 2.325
H 1.192 1.895 1.744
H 2.891 -3.281 0.837
H -7.421 1.200 -1.471
H 9.782 -0.175 1.141
H 12.351 -0.183 1.691
H 3.160 1.218 2.804
H -8.212 -0.722 -2.820
H 5.241 -2.873 3.636
H -4.222 0.254 2.334
H -7.249 3.615 -3.863
H 1.611 1.491 0.095
H -5.107 0.845 -1.431
H 11.685 -2.399 0.583
H 13.311 -0.681 0.244
H -3.747 -0.535 0.114
H -4.736 2.750 1.570
H 1.260 -1.564 0.170
H -6.203 3.264 0.690
H -2.842 1.096 3.061
H 4.741 -0.495 3.480
H 11.205 -1.415 -0.875
H -4.414 2.332 -0.766
H 4.563 -4.046 2.414
H 9.125 -1.517 0.177
H -2.751 0.503 -0.918
H -9.506 0.001 -1.852
H -6.337 2.246 2.140
H -8.438 2.531 -4.637
H 12.037 0.579 0.099
H -9.308 -1.318 -4.980
H -6.759 2.559 -5.204
H -8.597 2.271 -2.247
H 0.180 0.726 0.765

***

63
Properties=species:S:1:pos:R:3 method="wB97M-V/def2-TZVPD" homo_lumo_gap_ev="7.91 / 8.85" spin_multiplicity=3 fmax_ev_per_a=5.3 charge=0
Br 1.078 0.499 2.464
Br 1.949 -1.488 -0.236
Br 2.389 1.637 -0.402
O -2.227 2.619 -1.840
O 3.421 -3.960 2.923
N 2.168 -4.355 2.403
N -2.032 3.879 -2.492
C 3.135 -5.512 0.334
C -0.446 -5.454 1.624
C -1.232 6.616 -3.277
C 0.990 -4.046 3.295
C 2.431 -6.877 2.300
C 0.892 -5.075 4.497
C 2.089 -5.582 1.539
C 0.764 -5.652 0.675
C 0.963 -2.599 3.870
C -2.228 5.423 -0.425
C -2.606 6.317 -2.702
C 0.563 4.443 -1.920
C -0.198 -4.139 2.414
C 1.216 0.298 0.410
C -0.660 5.311 -3.918
C -2.754 5.044 -1.802
C -0.098 2.940 -3.873
C -4.265 4.791 -1.683
C -0.573 4.095 -2.932
H -2.278 4.581 0.266
H -4.651 4.704 -2.699
H 0.369 5.491 -4.230
H 0.330 -2.605 4.757
H 0.220 0.371 -0.027
H 0.579 -1.779 3.262
H -0.839 2.580 -4.587
H -1.310 -5.314 0.975
H -4.690 5.682 -1.221
H -1.184 5.056 -4.839
H 0.509 3.792 -1.047
H -2.763 7.236 -2.137
H 0.768 -4.849 -0.063
H 2.985 -4.587 -0.222
H 0.608 -6.455 -0.045
H 2.820 -7.621 1.606
H 1.583 -7.258 2.869
H -2.991 6.110 -0.059
H 0.308 -4.644 5.309
H -0.571 -6.326 2.265
H -3.401 6.317 -3.447
H 0.725 5.501 -1.717
H 3.211 -6.388 -0.312
H -1.418 7.347 -4.065
H -1.082 -3.866 2.990
H 0.235 2.239 -3.108
H 0.818 3.320 -4.327
H 1.867 -5.297 4.929
H 0.314 -5.920 4.120
H -0.139 -3.220 1.832
H -1.275 5.951 -0.396
H 3.167 -6.693 3.083
H -4.486 3.881 -1.125
H 1.913 -2.249 4.274
H 1.472 4.027 -2.356
H -0.567 7.064 -2.540
H 4.115 -5.350 0.784

***

95
Properties=species:S:1:pos:R:3 method="wB97M-V/def2-TZVPD" homo_lumo_gap_ev=6.43 fmax_ev_per_a=3.9 charge=-1
I 0.201 0.010 5.104
I -1.498 2.600 0.884
In 1.402 0.221 1.622
Br 1.187 -3.761 1.516
Cl -1.012 -7.789 -0.669
Cl 9.823 -3.288 -5.054
Cl -10.557 1.376 5.222
Cl 2.543 1.813 0.043
Cl -8.910 1.026 1.797
Cl 3.189 -5.932 -2.721
Cl 11.561 -4.706 -3.188
Cl -2.601 -3.275 2.282
Cl -2.391 7.814 4.826
Cl -1.594 9.963 3.022
Cl -4.102 11.301 6.426
Cl -5.111 3.189 -2.192
Cl -6.483 -3.616 6.546
Cl 6.490 6.385 -4.597
Cl -0.297 -5.090 -1.519
Cl -6.102 11.200 4.304
Cl -2.021 6.230 -1.379
Cl -3.822 -0.786 1.375
Cl 1.122 -6.079 -4.782
Cl 3.959 4.799 -2.122
Cl 8.053 4.770 -2.731
Cl -5.629 -4.086 3.797
Cl -7.003 -0.671 3.206
Cl 4.416 -9.953 -4.222
Cl -0.745 -3.341 -5.880
Cl -9.340 -1.118 6.128
Cl 6.733 -5.223 -4.864
Cl -6.119 1.195 -0.313
Cl 8.178 -7.593 -3.934
Cl 5.104 -7.757 -6.014
Cl -1.576 -2.897 -3.113
Cl 4.232 2.143 -3.300
Cl -0.025 6.333 0.747
P 0.879 -1.857 0.265
O 2.156 -1.955 -0.907
C -2.387 -1.533 2.085
C -0.439 1.348 2.350
C -2.169 2.146 4.133
C -1.960 -3.692 -4.642
C 5.604 -9.326 -5.370
C -1.156 8.389 3.700
C -8.603 -0.583 2.461
C 5.087 3.582 -2.734
C -6.863 -4.416 5.016
C -0.891 1.278 3.692
C 0.200 -6.501 -0.582
C -4.388 11.411 4.685
C 11.049 -3.125 -3.792
C -9.122 0.626 5.935
C 2.840 -5.819 -4.450
C -0.309 6.441 -0.994
C 7.693 6.405 -3.302
C 8.239 -5.844 -4.174
C -5.088 2.616 -0.518
H -2.926 -3.333 -4.992
H -4.066 12.389 4.335
H -9.357 -0.805 3.214
H 3.421 -6.575 -4.975
H 1.140 -6.875 -0.980
H 0.328 -6.207 0.457
H 10.633 -2.550 -2.968
H -4.065 2.353 -0.249
H 0.264 5.661 -1.493
H -6.917 -5.490 5.183
H -2.002 -4.768 -4.479
H 5.648 4.006 -3.562
H -0.211 8.483 4.229
H 0.014 7.419 -1.344
H -8.659 -1.314 1.656
H 9.056 -5.612 -4.849
H 11.913 -2.608 -4.204
H 3.120 -4.827 -4.801
H -3.816 10.633 4.183
H -8.940 1.069 6.911
H -5.448 3.411 0.132
H -7.823 -4.050 4.655
H -2.203 -1.087 3.060
H -8.269 0.805 5.283
H 5.767 3.297 -1.935
H -1.901 3.224 3.857
H 6.555 -9.213 -4.866
H -1.536 -1.353 1.430
H -3.082 1.894 3.502
H 7.307 6.991 -2.471
H -2.387 2.059 5.242
H -1.055 7.671 2.888
H 5.704 -10.029 -6.195
H 8.409 -5.364 -3.213
H 2.575 -1.075 -1.006
H 2.576 -0.086 2.934
H 8.608 6.856 -3.679

***

63
Properties=species:S:1:pos:R:3 method="wB97M-V/def2-TZVPD" homo_lumo_gap_ev=4.75 relative_energy_kcal_mol=59.39 fmax_ev_per_a=3.6 charge=-1
Lu 1.293 -0.516 1.474
Te 2.838 -1.546 -0.761
Br -0.142 -2.275 2.775
Si 5.050 -4.274 -1.346
Si 1.427 -5.159 -2.049
Si 2.724 -5.342 1.446
Si 2.857 -4.044 -0.542
C -2.716 -1.118 -1.391
C -1.175 -0.208 -2.869
C -2.775 0.311 -1.273
C -0.339 -5.142 -1.382
C 0.535 1.421 2.591
C 5.544 -6.036 -1.847
C 2.389 1.633 1.203
C -1.738 -1.435 -2.395
C 3.683 -6.961 1.262
C 6.161 -3.718 0.063
C 1.455 -4.213 -3.681
C 0.944 -5.820 1.905
C -1.825 0.879 -2.187
C 1.212 1.726 0.395
C 0.069 1.559 1.242
C 3.463 -4.270 2.800
C 1.984 1.464 2.579
C 1.942 -6.952 -2.382
C 5.363 -3.214 -2.881
H 4.810 -3.602 -3.748
H 3.617 -7.496 2.224
H 6.616 -6.035 -2.106
H 1.915 -7.562 -1.467
H -0.110 1.357 3.460
H 7.197 -3.665 -0.295
H 0.956 -6.255 2.921
H 3.410 1.713 0.831
H 6.129 -4.420 0.903
H -0.555 -4.202 -0.850
H -3.286 -1.827 -0.797
H 2.945 -7.019 -2.827
H 4.744 -6.785 1.039
H -1.508 -2.434 -2.773
H 4.507 -4.010 2.579
H 0.526 -6.565 1.206
H 2.616 1.504 3.443
H -0.951 1.775 0.928
H 5.883 -2.726 0.435
H 3.431 -4.839 3.741
H -1.641 1.943 -2.363
H 3.253 -7.606 0.482
H -1.032 -5.233 -2.235
H 6.436 -3.252 -3.130
H 1.210 -3.154 -3.519
H 0.698 -4.659 -4.348
H 4.990 -6.377 -2.732
H 1.167 2.056 -0.652
H 1.218 -7.375 -3.100
H -0.508 -5.988 -0.700
H -3.442 0.889 -0.618
H 5.074 -2.168 -2.727
H 2.441 -4.286 -4.165
H -0.487 -0.099 -3.711
H 2.879 -3.349 2.938
H 5.395 -6.764 -1.039
H 0.310 -4.918 1.922